Record 1
The following is a DFT calculation (the ωB97M-V functional and the def2-TZVPD basis) of C7H10AlCl2O4Rh as an isolated structure in a non-equilibrium geometry.

Values from the calculation:
<S²>   6.02
E_HOMO (spin up / spin down)   -24.980 / -26.244 eV
LUMO level (spin up / spin down)   -16.7 / -22.0 eV
Energy above the lowest of the compared OMol25 structures with the same formula, charge and spin   0.0 kcal per mole
Net charge   +4
Multiplicity   5
F_max   13.3 eV Å⁻¹
HOMO-LUMO gap (spin up / spin down)   8.26 / 4.25 eV

```
25
Properties=species:S:1:pos:R:3:forces:R:3:mulliken_spin:R:1
Al 0.23179 1.52026 1.35550 1.5 -1.3 -0.9 -0.0286
Rh 2.37010 -0.69970 -1.40913 0.6 -3.8 7.3 2.6862
Cl -0.90335 2.39906 2.87888 0.0 -0.1 0.1 0.5926
Cl 2.45355 0.26344 0.88448 -1.1 0.7 0.4 0.2492
C 1.89493 -1.17119 -3.07399 -4.9 -3.8 -11.7 -0.1584
C 1.25048 2.94186 0.04851 2.7 3.9 -2.2 0.0033
C 3.03280 0.92407 -1.85811 5.2 10.7 -3.7 0.0750
O 1.45692 -1.44895 -4.12723 2.7 1.7 5.6 0.1543
O 1.91114 3.70263 -0.51488 -3.3 -3.7 2.7 0.0015
O 3.50768 1.92802 -2.21687 -2.4 -5.1 1.7 -0.0125
C -0.44696 -1.51200 2.55657 -0.1 0.3 0.8 0.0470
C -0.28004 -1.45984 1.06817 0.1 -0.5 -0.4 0.0529
O -0.55950 -0.03655 0.61405 0.3 0.7 0.5 0.2016
C -1.89356 0.10751 0.02850 -1.5 0.0 0.4 0.0226
C -1.85403 0.15687 -1.48082 0.2 0.5 -1.2 0.0648
H 0.34274 -0.94108 3.05218 0.2 0.0 0.1 0.0048
H -0.38210 -2.53971 2.91854 0.1 -0.2 -0.1 0.0023
H -1.42805 -1.12857 2.85864 0.0 -0.1 -0.1 0.0066
H 0.71959 -1.72230 0.71624 0.0 0.2 0.3 -0.0041
H -0.98883 -2.08567 0.53581 -0.3 0.1 -0.1 0.0043
H -2.47596 -0.74862 0.35826 0.0 -0.1 0.2 0.0113
H -2.35007 1.01108 0.45320 0.1 0.0 -0.1 0.0044
H -2.75196 -0.32418 -1.89089 0.1 -0.1 0.2 0.0043
H -1.87860 1.19071 -1.82166 0.1 0.1 -0.1 0.0022
H -0.97873 -0.32713 -1.93394 -0.2 -0.2 0.2 0.0123
```
Forces are in eV/Å.

=====

Record 2
The following is a DFT calculation (the ωB97M-V functional and the def2-TZVPD basis) of C45H50N9PtS4SeSi as an isolated structure.

Values from the calculation:
E_HOMO   -15.381 eV
LUMO level   -7.7 eV
Energy above the lowest of the compared OMol25 structures with the same formula, charge and spin   0.0 kcal per mole
Net charge   +3
F_max   0.7 eV Å⁻¹
HOMO-LUMO gap   7.63 eV

```
111
Properties=species:S:1:pos:R:3:forces:R:3:mulliken_charge:R:1
Pt 0.05358 0.37519 -0.45160 0.5 0.2 0.5 1.9537
N 0.23838 -1.54818 0.09482 0.2 0.0 0.3 0.2172
S -0.66673 -2.71518 0.22770 0.0 0.0 -0.2 1.6966
N -2.06608 -2.65594 1.05150 -0.1 -0.1 0.0 0.4006
S -2.22172 -2.26154 2.54878 0.0 0.1 0.0 1.0777
N -1.75971 -0.85197 3.00166 0.0 0.0 -0.1 0.0342
S -2.14183 0.50293 2.16012 0.2 -0.1 0.2 1.8656
N -1.45892 0.82159 0.91400 -0.3 -0.1 -0.3 -1.3228
C -3.91264 0.46585 1.96035 0.0 0.1 -0.1 0.4637
C -4.77159 0.57817 3.04668 0.0 0.0 0.0 -0.5505
C -6.13765 0.52270 2.82330 0.0 0.0 0.0 -0.8004
C -6.62776 0.36209 1.53247 0.0 0.0 0.0 -0.7182
C -5.75631 0.25408 0.45767 0.0 0.0 0.0 -0.7500
C -4.38615 0.30998 0.66679 0.0 0.0 0.0 -0.3389
C -1.85056 1.68679 3.45321 0.0 0.0 0.0 0.6675
C -1.89678 1.35253 4.80189 0.0 0.0 0.0 -0.4763
C -1.68564 2.34710 5.74504 0.0 0.0 0.0 -0.8558
C -1.43457 3.65173 5.33982 0.0 0.0 0.0 -0.6814
C -1.38755 3.97095 3.98923 0.0 0.0 0.0 -0.7478
C -1.59514 2.98640 3.03572 0.0 0.0 0.0 -0.6267
C -1.38563 -3.33775 3.66649 0.0 0.0 0.0 0.4446
C -0.54068 -2.83387 4.64375 0.0 0.0 0.0 -0.1805
C 0.06278 -3.73028 5.51416 0.0 0.0 0.0 -0.8870
C -0.17812 -5.09132 5.39077 0.0 0.0 0.0 -0.6634
C -1.02703 -5.57587 4.40018 0.0 0.0 0.0 -0.8397
C -1.64587 -4.69741 3.53028 0.0 0.0 0.0 -0.7861
C -3.93287 -2.55830 2.87316 0.0 -0.1 0.0 0.9680
C -4.30981 -2.53973 4.21298 0.0 0.0 0.0 -1.3238
C -5.63786 -2.75902 4.52918 0.0 0.0 0.0 -0.7815
C -6.56426 -2.98472 3.51602 0.0 0.0 0.0 -0.7370
C -6.17023 -2.98757 2.18592 0.0 0.0 0.0 -0.9195
C -4.84065 -2.77482 1.84944 0.0 0.0 0.0 -0.0527
C -1.29418 -3.39554 -1.28402 -0.1 -0.1 0.0 0.5763
C -0.44090 -3.28550 -2.37447 -0.1 0.1 0.0 0.2010
C -0.81711 -3.85515 -3.58047 0.0 0.0 0.0 -1.1661
C -2.02992 -4.52352 -3.68366 0.0 0.0 0.0 -0.9442
C -2.87423 -4.62723 -2.58412 0.0 0.0 0.0 -0.8495
C -2.50900 -4.06678 -1.37052 0.0 0.0 0.0 -0.5785
C 0.31599 -4.02003 0.92542 0.0 0.0 0.0 0.5338
C 0.13030 -5.33584 0.52707 0.0 0.0 0.0 -1.2568
C 0.93791 -6.31911 1.08195 0.0 0.0 0.0 -0.9213
C 1.90253 -5.98256 2.02021 0.0 0.0 0.0 -0.8673
C 2.06825 -4.65929 2.41492 0.0 0.0 0.0 -1.2584
C 1.27780 -3.66622 1.86294 0.0 0.0 0.0 -0.4527
H -4.38952 0.71592 4.04944 0.0 0.0 0.0 0.4975
H -6.82136 0.61808 3.65598 0.0 0.0 0.0 0.5085
H -7.69632 0.33216 1.36507 0.0 0.0 0.0 0.4575
H -6.14688 0.13529 -0.54444 0.0 0.0 0.0 0.4788
H -3.68264 0.24474 -0.15370 0.0 0.0 0.0 0.2999
H -2.08712 0.33387 5.10904 0.0 0.0 0.0 0.3898
H -1.71921 2.10345 6.79829 0.0 0.0 0.0 0.4904
H -1.27664 4.42346 6.08115 0.0 0.0 0.0 0.4501
H -1.19384 4.98900 3.67954 0.0 0.0 0.0 0.4987
H -1.55437 3.21526 1.97926 0.0 0.0 0.0 0.3560
H -0.37263 -1.76934 4.72297 0.0 0.0 0.0 0.5150
H 0.71363 -3.36349 6.29620 0.0 0.0 0.0 0.5170
H 0.29063 -5.78306 6.07806 0.0 0.0 0.0 0.4812
H -1.21524 -6.63744 4.31578 0.0 0.0 0.0 0.5275
H -2.32364 -5.06029 2.76677 0.0 0.0 0.0 0.4084
H -3.57837 -2.37599 4.99524 0.0 0.0 0.0 0.4343
H -5.95052 -2.76348 5.56431 0.0 0.0 0.0 0.4860
H -7.60068 -3.16429 3.76894 0.0 0.0 0.0 0.4779
H -6.89780 -3.16095 1.40459 0.0 0.0 0.0 0.5311
H -4.51916 -2.76192 0.81837 0.0 0.0 0.0 0.4770
H 0.49349 -2.74676 -2.27902 -0.2 0.0 0.0 0.0465
H -0.16323 -3.77919 -4.43878 0.0 0.0 0.0 0.5231
H -2.31867 -4.97231 -4.62478 0.0 0.0 0.0 0.4516
H -3.81396 -5.15559 -2.67033 0.0 0.0 0.0 0.5117
H -3.14814 -4.16029 -0.50511 0.0 0.0 0.0 0.4444
H -0.60877 -5.59893 -0.21760 0.0 0.0 0.0 0.5170
H 0.81851 -7.34721 0.76813 0.0 0.0 0.0 0.5094
H 2.53379 -6.75336 2.44206 0.0 0.0 0.0 0.4856
H 2.82205 -4.40256 3.14758 0.0 0.0 0.0 0.5856
H 1.40126 -2.62847 2.13975 0.0 0.0 0.0 0.9032
N -0.35157 1.32608 -3.92099 -0.2 0.1 0.0 -0.0448
C -1.45855 0.84754 -3.39498 0.1 0.0 0.0 0.5974
N -2.62982 1.07918 -3.97589 0.0 0.0 0.0 -0.3811
S -1.52415 -0.19349 -2.00284 -0.2 0.1 -0.1 -0.3363
H -0.37646 1.93174 -4.72834 0.0 0.0 0.0 0.2570
H 0.54701 0.98269 -3.59437 0.1 -0.1 0.0 -0.1028
H -2.69632 1.44428 -4.91471 0.0 0.0 0.0 0.2295
H -3.48180 0.79998 -3.51870 0.0 0.0 0.0 0.1959
N 1.03370 3.07376 -1.39819 0.0 0.0 0.0 0.2332
C 0.70111 4.35832 -1.58703 0.0 0.0 0.0 -0.2100
C -0.62787 4.49544 -1.24105 0.0 0.0 0.0 -1.1064
C -1.03505 3.22137 -0.84493 0.0 0.0 0.0 -0.3395
N -0.01666 2.37072 -0.94910 0.0 0.0 0.0 0.2973
H 1.90109 2.58676 -1.60137 0.0 0.0 0.0 0.0434
H 1.41910 5.07169 -1.95627 0.0 0.0 0.0 0.5071
H -1.21843 5.39380 -1.27301 0.0 0.0 0.0 0.4969
H -1.98641 2.87176 -0.47968 0.0 0.0 0.0 0.6596
C 3.05560 1.45850 3.04884 0.0 0.0 0.0 -1.4223
C 2.13806 1.13708 1.97101 0.0 0.1 0.0 0.3197
N 1.42092 0.89709 1.11680 -0.3 -0.3 -0.4 -0.2226
H 3.66934 2.31081 2.75872 0.0 0.0 0.0 0.3663
H 3.70039 0.60181 3.24149 0.0 0.0 0.0 0.3440
H 2.49118 1.70896 3.94623 0.0 0.0 0.0 0.3651
C 3.94509 -1.47431 0.26173 0.0 0.0 0.0 -0.4358
Si 3.41802 -1.66403 -1.51411 0.1 0.1 0.2 0.3859
C 4.75844 -1.19778 -2.71177 0.0 0.0 0.0 -1.2021
C 2.76288 -3.36665 -1.84667 0.1 -0.1 0.0 -0.4273
Se 1.92040 0.07431 -2.02728 0.1 -0.1 0.0 -0.5976
H 4.71024 -2.21701 0.50190 0.0 0.0 0.0 0.5234
H 3.09673 -1.63076 0.92762 0.0 0.0 0.0 -0.1944
H 4.36943 -0.48406 0.43436 0.0 0.0 0.0 0.3070
H 5.62880 -1.83707 -2.54047 0.0 0.0 0.0 0.3638
H 5.08137 -0.16314 -2.59256 0.0 0.0 0.0 0.3395
H 4.44159 -1.34489 -3.74532 0.0 0.0 0.0 0.3598
H 3.59739 -4.06399 -1.72407 0.0 0.0 0.0 0.5355
H 2.39462 -3.47933 -2.86699 0.0 0.0 0.0 0.2660
H 1.98071 -3.65565 -1.14363 0.1 0.0 0.0 0.0033
```
Forces are in eV/Å.

=====

Record 3
The following is a DFT calculation (the ωB97M-V functional and the def2-TZVPD basis) of a 2-piece molecular cluster, C4H8NO2 overall in a non-equilibrium geometry.

Values from the calculation:
E_HOMO (spin up / spin down)   -14.820 / -14.820 eV
LUMO level (spin up / spin down)   -6.3 / -6.3 eV
Energy above the lowest of the compared OMol25 structures with the same formula, charge and spin   113.9 kcal per mole
Net charge   +1
F_max   4.0 eV Å⁻¹
HOMO-LUMO gap (spin up / spin down)   8.54 / 8.55 eV

```
15
Properties=species:S:1:pos:R:3:forces:R:3:nbo_charge:R:1
C -1.44284 -0.92245 0.46617 -0.9 -1.6 1.4 0.1251
C 0.91512 -2.13243 0.42709 -2.8 2.8 0.4 0.3453
C -0.13434 -1.08298 0.44925 1.1 2.2 -0.1 0.1855
C 0.97660 1.49180 -1.07395 0.2 -1.3 0.4 -0.4285
N 0.44209 1.24922 0.29762 1.7 -2.4 -0.7 -0.6492
O 2.05857 -2.05583 0.49031 4.0 0.3 0.0 -0.3916
O -2.01083 0.21477 0.22694 -2.7 1.8 -0.8 -0.6468
H -2.08428 -1.73095 0.93450 0.8 0.4 -1.1 0.2660
H 0.33782 -2.98281 0.39615 -1.5 -3.1 -0.1 0.1731
H 1.40626 2.47582 -1.21177 0.2 0.2 0.3 0.2278
H 1.73723 0.68851 -1.22460 -0.5 0.9 -0.2 0.2236
H 0.16695 1.38356 -1.79218 0.0 -0.2 0.0 0.2179
H -0.43539 1.63093 0.47618 -1.7 0.8 0.2 0.3970
H 1.08707 1.53719 1.03215 0.0 -0.4 -0.1 0.4090
H -3.02002 0.23565 0.10613 2.1 -0.5 0.5 0.5459
```
Forces are in eV/Å.

=====

What did the third record say?
The following is a DFT calculation (the ωB97M-V functional and the def2-TZVPD basis) of a 2-piece molecular cluster, C4H8NO2 overall in a non-equilibrium geometry.

Values from the calculation:
E_HOMO (spin up / spin down)   -14.820 / -14.820 eV
LUMO level (spin up / spin down)   -6.3 / -6.3 eV
Energy above the lowest of the compared OMol25 structures with the same formula, charge and spin   113.9 kcal per mole
Net charge   +1
F_max   4.0 eV Å⁻¹
HOMO-LUMO gap (spin up / spin down)   8.54 / 8.55 eV

```
15
Properties=species:S:1:pos:R:3:forces:R:3:nbo_charge:R:1
C -1.44284 -0.92245 0.46617 -0.9 -1.6 1.4 0.1251
C 0.91512 -2.13243 0.42709 -2.8 2.8 0.4 0.3453
C -0.13434 -1.08298 0.44925 1.1 2.2 -0.1 0.1855
C 0.97660 1.49180 -1.07395 0.2 -1.3 0.4 -0.4285
N 0.44209 1.24922 0.29762 1.7 -2.4 -0.7 -0.6492
O 2.05857 -2.05583 0.49031 4.0 0.3 0.0 -0.3916
O -2.01083 0.21477 0.22694 -2.7 1.8 -0.8 -0.6468
H -2.08428 -1.73095 0.93450 0.8 0.4 -1.1 0.2660
H 0.33782 -2.98281 0.39615 -1.5 -3.1 -0.1 0.1731
H 1.40626 2.47582 -1.21177 0.2 0.2 0.3 0.2278
H 1.73723 0.68851 -1.22460 -0.5 0.9 -0.2 0.2236
H 0.16695 1.38356 -1.79218 0.0 -0.2 0.0 0.2179
H -0.43539 1.63093 0.47618 -1.7 0.8 0.2 0.3970
H 1.08707 1.53719 1.03215 0.0 -0.4 -0.1 0.4090
H -3.02002 0.23565 0.10613 2.1 -0.5 0.5 0.5459
```
Forces are in eV/Å.